11
Properties=species:S:1:pos:R:3:forces:R:3:nbo_charge:R:1 method="wB97M-V/def2-TZVPD" gap_ev="7.4 / 7.4" relative_energy_kj_mol=278.5 multiplicity=1 total_energy_ev=-108561.4992
C -0.352638 0.171111 0.875943 -0.827 -0.495 2.170 -0.70
C -1.671932 -0.518166 0.491798 1.355 0.044 -1.427 -0.50
O -2.295911 1.628230 -1.111831 0.413 3.225 -0.773 -1.03
P -2.382734 0.213126 -0.960560 -0.460 -3.834 2.249 1.61
Cl -4.270334 -0.498199 -1.173106 0.238 -0.123 -0.097 -0.26
Cl -1.798331 4.543515 0.961930 0.448 -0.536 0.191 -0.26
Br -1.789283 -2.337953 0.986946 -0.264 0.476 -0.258 0.14
H -0.326411 1.091213 0.284495 0.594 -0.060 0.454 0.25
H 0.626056 -0.386641 1.012600 -1.284 0.295 -1.111 0.25
H -0.573439 0.368401 1.981815 0.254 0.457 -1.206 0.24
H -1.014165 3.540467 1.236655 -0.467 0.552 -0.192 0.26

=====

9
Properties=species:S:1:pos:R:3:forces:R:3:nbo_charge:R:1 method="wB97M-V/def2-TZVPD" gap_ev=10.5 relative_energy_kj_mol=383.9 multiplicity=1 smiles=N#C[C@@H](F)CCl total_energy_ev=-19885.2030
N -0.582709 -1.469424 -1.802206 -3.235 4.865 12.617 -0.29
C -0.876259 -0.943412 -0.555637 2.641 -6.113 -14.111 0.20
C -0.718901 0.161838 0.374075 2.133 0.700 -6.569 0.11
F -1.252112 -0.142019 1.472480 -1.506 -0.013 5.009 -0.29
C 0.898737 0.324612 0.283942 -1.963 -3.975 4.401 -0.48
Cl 1.324741 0.835502 -1.199715 1.392 1.692 -2.921 0.08
H -1.195143 1.018690 -0.254296 0.637 -0.699 1.687 0.21
H 1.407742 -0.736465 0.543238 -1.286 2.441 -0.518 0.23
H 0.993904 0.950679 1.138119 1.186 1.103 0.405 0.22

=====

48
Properties=species:S:1:pos:R:3:forces:R:3:nbo_charge:R:1 method="wB97M-V/def2-TZVPD" gap_ev=6.3 total_charge=+2 multiplicity=1 total_energy_ev=-67640.8177
Sn -0.653451 0.577728 0.223800 -0.261 0.009 -0.084 1.85
C -3.052951 5.693845 0.637209 0.000 -0.101 0.010 -0.72
S -2.643282 4.949553 -0.970855 0.065 0.089 -0.033 0.32
C -1.658810 3.609305 -0.387596 0.054 0.215 0.085 -0.04
S -2.510308 2.218518 0.208582 0.027 -0.147 0.132 -0.13
N -0.374343 3.732234 -0.458419 0.020 -0.068 -0.356 -0.32
N 0.303035 2.626310 -0.041039 0.220 -0.482 -0.121 -0.33
C 1.516142 2.742219 0.318647 0.009 0.090 0.085 0.14
C 2.132317 1.602297 0.996908 0.061 0.078 -0.014 0.13
C 3.473835 1.614263 1.314683 0.055 0.020 0.007 -0.19
C 3.997441 0.578822 2.080090 0.029 -0.012 0.016 -0.09
C 3.154623 -0.439783 2.481795 0.047 0.047 0.046 -0.21
C 1.824138 -0.401107 2.096898 -0.110 0.075 -0.006 0.09
N 1.309333 0.602151 1.379397 0.039 -0.164 0.016 -0.52
H -3.794323 6.459208 0.419955 -0.010 -0.009 0.000 0.26
H -2.167475 6.152466 1.067918 -0.007 0.013 0.002 0.23
H -3.481729 4.956375 1.311369 -0.053 0.022 -0.012 0.23
H 2.053878 3.681105 0.221384 -0.074 0.042 0.028 0.25
H 4.095370 2.431825 0.973615 -0.017 0.032 0.064 0.26
H 5.039401 0.583556 2.371578 0.005 -0.016 -0.033 0.26
H 3.507729 -1.248429 3.105725 -0.029 -0.035 -0.030 0.27
H 1.149187 -1.182946 2.396261 -0.062 -0.044 0.062 0.23
C -0.874829 -3.762605 -0.794812 0.126 0.057 -0.094 -1.13
Si -1.905585 -2.839359 0.441678 -0.354 0.195 0.021 1.64
C -1.108632 -2.825467 2.120164 -0.131 -0.055 0.105 -1.11
C -3.645735 -3.458962 0.580489 0.055 -0.181 -0.121 -1.12
C -2.107663 -1.018392 -0.113930 1.016 0.412 0.493 -1.17
H -0.948567 -4.836285 -0.610885 0.017 0.003 -0.004 0.27
H 0.181927 -3.492799 -0.718640 0.009 -0.024 -0.021 0.23
H -1.204488 -3.586007 -1.821147 -0.027 -0.024 0.009 0.24
H -0.901600 -3.836458 2.475610 -0.010 0.013 0.004 0.27
H -1.748016 -2.337376 2.859386 0.016 -0.005 0.002 0.25
H -0.165391 -2.293934 2.078083 0.176 -0.040 0.022 0.19
H -3.616574 -4.503955 0.900453 -0.101 0.011 0.002 0.26
H -4.176301 -3.416730 -0.371885 -0.035 -0.012 0.022 0.26
H -4.212928 -2.894757 1.321872 -0.010 -0.001 -0.005 0.25
H -2.925396 -0.490890 0.379819 -0.270 -0.253 -0.173 0.25
H -2.130655 -0.829969 -1.191252 -0.322 -0.175 -0.048 0.26
C 3.041633 -0.145696 -2.422945 0.048 0.097 0.046 -0.82
S 1.584472 -1.135610 -2.171088 -0.019 -0.017 -0.078 1.31
C 0.844835 -0.936571 -3.776124 -0.148 -0.002 -0.051 -0.81
O 0.707318 -0.290106 -1.236241 -0.105 0.403 0.025 -1.09
H 3.626155 -0.597082 -3.224715 0.007 -0.015 0.017 0.27
H 3.621175 -0.160999 -1.501578 -0.003 -0.009 -0.004 0.25
H 2.746111 0.870303 -2.683457 0.004 -0.013 -0.041 0.25
H 1.552336 -1.283651 -4.528998 0.000 -0.028 0.016 0.27
H 0.599615 0.114580 -3.924634 0.049 0.007 -0.023 0.26
H -0.052960 -1.550724 -3.813143 0.004 0.002 0.013 0.27

=====

97
Properties=species:S:1:pos:R:3:forces:R:3:mulliken_charge:R:1 method="wB97M-V/def2-TZVPD" gap_ev=4.3 relative_energy_kj_mol=270.7 multiplicity=1 total_energy_ev=-64828.5498
C 0.936463 1.560453 4.726967 3.651 0.430 3.576 -2.20
C 1.764249 0.930164 3.668637 3.177 1.715 -1.636 2.13
C 3.144914 1.735992 3.376038 -0.132 2.233 -0.474 -0.99
C 4.180063 0.883045 2.573622 2.390 1.413 -0.075 -0.39
C 4.631273 -0.296416 3.469743 -6.145 2.276 -3.069 -1.69
C 3.323736 -1.151528 3.655945 5.116 -3.994 -0.027 1.14
N 2.174529 -0.431264 4.036698 -2.831 -2.974 5.255 0.96
O 1.476966 -1.092811 4.846796 1.368 2.935 -2.722 -0.37
C 3.969651 -2.143522 4.725533 -4.328 -2.544 -2.066 -2.10
C 2.872615 -2.108087 2.424834 5.573 4.070 -2.893 -1.42
C 0.974655 0.714467 2.366570 -1.167 2.807 0.228 -0.84
H 1.385377 1.534956 5.825587 -0.623 -1.187 -2.041 0.36
H 0.023898 1.148732 4.711055 -3.623 -1.258 0.346 0.57
H 0.923439 2.612494 4.799891 -0.278 1.477 -1.536 0.46
H 3.541915 2.197245 4.353824 -0.304 -1.307 -1.174 0.36
H 2.912832 2.759686 2.798066 -0.011 -2.545 0.921 0.30
H 5.145581 1.394824 2.295919 -0.893 0.613 0.983 0.36
H 3.932698 0.758555 1.492775 -0.825 -0.968 0.963 0.12
H 5.125375 -0.015700 4.324080 -0.177 1.577 2.942 0.61
H 5.399688 -0.857043 3.191538 2.703 -2.949 -2.818 0.89
H 4.192552 -1.806366 5.643772 1.507 2.256 2.927 0.58
H 4.724632 -2.751832 4.263212 0.552 0.348 -0.328 0.47
H 3.231528 -2.895975 5.057518 -0.065 -0.016 -0.586 0.44
H 2.698540 -1.368250 1.621543 -0.490 -0.581 0.089 0.14
H 2.115165 -2.737499 2.476554 -3.947 -2.390 1.288 0.67
H 3.683422 -2.745153 1.864848 -0.669 1.324 1.911 0.27
H 1.496104 0.243689 1.528271 -0.159 0.728 0.106 -0.64
H 0.364363 1.734224 2.217484 1.852 -2.059 -0.373 0.03
H 0.198168 0.103315 2.696793 -1.569 -1.559 -0.006 0.65
N -0.351997 -1.057599 -0.282424 3.784 0.864 0.801 0.82
O -0.713252 0.141532 -0.353309 -0.747 -0.447 -0.537 -0.59
O -0.696688 -1.749467 0.690641 -0.901 -0.483 -0.465 -0.65
O 0.637902 -1.448640 -1.013810 -1.993 0.273 0.429 -0.61
C 2.213295 1.624435 -0.918277 -0.706 -3.994 -3.037 0.56
C 2.900598 0.880270 -2.098247 3.495 5.512 1.113 -0.52
C 4.151832 1.658704 -2.704435 -2.720 -0.851 4.438 -0.79
C 4.749640 2.882715 -1.936139 -5.982 -4.768 1.261 -0.20
C 4.065034 3.341130 -0.757493 -2.124 1.025 -0.049 -0.25
C 2.628875 2.795020 -0.369789 2.678 1.252 1.043 0.12
N 5.910912 3.506770 -2.407017 -1.605 0.631 0.543 0.98
O 6.165581 4.503437 -1.817529 1.802 2.704 1.501 -0.62
O 6.436552 3.131506 -3.389293 1.644 -1.516 -2.513 -0.61
H 1.244908 1.037117 -0.604040 1.753 1.565 -0.470 -0.31
H 2.542336 -0.112821 -2.432547 0.275 0.981 0.042 0.56
H 4.701700 1.160325 -3.495283 -0.022 0.432 -0.054 0.54
H 4.454436 4.307040 -0.179278 -0.838 -2.464 -1.469 0.30
H 1.928518 3.209106 0.529806 2.297 -0.583 -2.312 0.26
C -3.712069 -0.884321 -2.239734 1.931 -3.549 -1.056 0.02
C -2.653757 -2.045474 -2.350923 -3.218 1.553 -4.156 0.27
C -2.509795 -2.721194 -3.765342 -5.950 5.374 2.211 -0.77
C -3.567057 -2.342054 -4.969024 1.098 3.542 5.719 -0.19
C -4.436340 -1.103913 -4.663336 0.497 -2.243 0.473 -0.27
C -4.560590 -0.451948 -3.295448 8.174 -8.840 -2.911 -1.18
N -3.431900 -2.860143 -6.326539 0.995 1.042 -4.329 0.82
O -4.313095 -2.586234 -7.211090 1.271 -0.663 3.294 -0.55
O -2.340929 -3.346430 -6.728553 -2.145 0.469 2.253 -0.51
H -3.736040 -0.558262 -1.187576 -0.425 0.489 -0.822 0.46
H -2.164292 -2.245291 -1.335337 -0.147 -0.218 -2.238 0.00
H -1.630144 -3.182497 -3.898587 2.593 -2.463 -0.958 0.55
H -5.120423 -0.741408 -5.506672 1.155 -0.643 1.356 0.36
H -5.182514 0.211574 -3.105717 -5.746 6.181 1.153 0.92
C -2.651168 0.421815 2.914102 1.066 -1.550 -3.545 0.40
O -2.442127 -0.162187 3.942906 -0.094 0.789 2.161 -0.64
N -2.707796 1.810561 2.680299 0.145 -3.659 -0.524 0.12
C -2.697030 2.302975 1.326044 1.428 -0.104 0.549 -0.70
C -2.730412 2.701144 3.753539 3.703 -1.191 1.980 -1.08
H -2.581219 -0.466915 2.009438 -0.609 3.440 0.992 0.14
H -1.642473 2.346063 0.983829 -0.676 -0.171 -0.374 0.16
H -3.114507 3.288530 1.206534 -0.421 0.316 0.349 0.38
H -3.295457 1.590674 0.839490 -0.385 -0.664 -1.680 0.20
H -2.473712 2.055804 4.685537 -1.193 1.498 -1.156 0.32
H -3.603949 3.220699 3.644786 -2.511 1.491 1.002 0.43
H -1.901588 3.433862 3.643444 -0.224 -0.200 0.139 0.29
C 1.269833 -1.419724 -4.603598 3.340 2.667 -3.907 -0.06
O 2.249067 -1.961487 -5.175513 -2.265 1.386 1.868 -0.64
N 0.979908 0.004394 -4.832672 3.203 -3.462 1.771 0.23
C -0.143070 0.575196 -4.197795 -0.750 2.112 0.033 -0.84
C 1.992760 0.957373 -5.443511 -1.567 0.091 2.479 -1.15
H 0.563093 -2.018443 -4.091098 -1.106 -0.104 0.937 0.55
H -0.998279 0.530514 -4.827576 -0.987 0.126 -0.731 0.45
H -0.100461 1.626633 -3.811187 0.806 -0.519 -0.872 0.31
H -0.411910 0.122373 -3.307375 -0.359 -1.678 1.817 0.08
H 2.953167 0.626520 -5.746775 0.480 -1.136 -0.136 0.25
H 2.135310 1.892115 -4.831092 -0.355 -1.105 -0.225 0.30
H 1.358662 1.160955 -6.219029 -0.477 1.624 -2.949 0.58
C -5.721215 -0.877249 0.914403 -2.830 1.327 -0.348 0.24
O -6.742302 -0.257789 0.427626 3.905 -1.672 1.754 -0.68
N -5.390798 -2.122628 0.493715 -0.943 -0.291 -1.260 0.20
C -4.283524 -2.864757 1.023712 1.820 -0.760 -5.860 -1.07
C -6.136984 -2.706971 -0.698465 8.447 -3.270 2.118 -1.24
H -5.063763 -0.472938 1.824656 -1.284 -0.734 -1.885 0.19
H -4.374124 -3.962071 0.879372 -0.169 0.767 -0.559 0.30
H -4.154825 -2.822290 1.980585 0.335 1.043 6.004 0.67
H -3.281897 -2.511733 0.567420 -1.358 -0.754 0.509 0.21
H -5.947877 -3.875964 -0.821845 0.877 2.530 0.099 0.27
H -6.044185 -2.199339 -1.557510 0.794 1.848 -2.987 0.41
H -7.020773 -2.829096 -0.488170 -9.613 -0.068 2.474 0.66

=====

10
Properties=species:S:1:pos:R:3:forces:R:3:nbo_charge:R:1 method="wB97M-V/def2-TZVPD" gap_ev=11.1 relative_energy_kj_mol=130.1 multiplicity=1 smiles=O[C@H]1C[C@@H]1F total_energy_ev=-7955.1601
O -1.636560 -0.511713 0.098083 -1.847 0.049 0.974 -0.69
C -0.424689 -0.270247 -0.429163 -0.157 2.074 -2.648 0.03
C 0.271106 1.039483 0.002366 0.434 0.467 -0.635 -0.48
C 0.730563 -0.297228 0.387239 0.969 -0.869 3.761 0.17
F 1.869592 -0.732501 -0.134279 1.928 -0.658 -0.916 -0.34
H -1.775173 -1.451308 0.045956 -0.340 -0.617 0.135 0.47
H -0.401461 -0.333155 -1.515584 0.576 -0.697 0.088 0.19
H 0.956507 1.595713 -0.698993 -1.237 -0.711 0.652 0.24
H -0.256763 1.579313 0.757566 -0.041 0.494 0.303 0.23
H 0.666880 -0.618358 1.486812 -0.287 0.467 -1.713 0.18

=====

7
Properties=species:S:1:pos:R:3:forces:R:3:nbo_charge:R:1 method="wB97M-V/def2-TZVPD" gap_ev=10.4 relative_energy_kj_mol=256.2 total_charge=+1 multiplicity=1 smiles=C#C[NH3+] total_energy_ev=-3616.8711
C 0.833156 -1.100306 -1.029736 -7.935 9.297 7.316 0.03
C 0.079142 -0.141212 -0.429395 6.760 -9.752 -5.877 0.01
N -0.531093 0.528002 0.594720 3.404 -0.268 4.340 -0.73
H 1.329138 -1.428066 -1.828043 1.993 -1.607 -2.857 0.24
H -1.456718 0.721674 0.330009 -1.927 1.135 0.152 0.47
H 0.164187 1.297429 0.699991 -1.448 0.904 -0.001 0.49
H -0.417813 0.122478 1.662454 -0.848 0.291 -3.073 0.49

=====

12
Properties=species:S:1:pos:R:3:forces:R:3:nbo_charge:R:1 method="wB97M-V/def2-TZVPD" gap_ev=9.6 relative_energy_kj_mol=620.6 multiplicity=1 total_energy_ev=-11071.7837
C -1.907156 -0.008269 0.432424 -2.492 -1.877 0.069 0.19
C 0.259535 -0.524261 0.226560 1.685 0.398 -0.395 0.46
H -2.439060 -0.516867 -1.431452 -2.127 1.549 4.055 0.33
H -1.926345 0.444834 1.837445 0.012 -1.354 -4.780 0.20
H 3.046079 1.241455 -0.023016 -4.271 -2.210 -0.166 0.41
H 0.358608 1.073297 -0.734394 -0.116 0.651 3.365 0.41
N -2.937213 -0.017269 -0.383321 3.762 0.028 -1.288 -0.61
N -0.862965 -0.972729 0.036567 -3.850 1.813 2.520 -0.47
N 1.299301 -1.421129 0.078663 -0.775 -0.698 1.194 -0.18
N 2.291540 -0.766277 -0.039340 5.235 1.961 -2.090 0.05
N 2.046816 0.623486 -0.289061 5.007 -0.621 1.897 -0.35
N 0.770861 0.843728 0.288928 -2.070 0.360 -4.381 -0.46

=====

49
Properties=species:S:1:pos:R:3:forces:R:3:nbo_charge:R:1 method="wB97M-V/def2-TZVPD" s_squared=3.754 gap_ev="8.5 / 10.4" relative_energy_kj_mol=0.0 multiplicity=4 total_energy_ev=-134593.2857
V 0.095698 -0.116171 0.234354 0.576 -0.573 0.831 1.24
C -1.494560 3.113064 -1.880675 0.216 0.159 0.261 0.78
F -2.615683 2.606285 -1.397223 0.027 0.198 -0.226 -0.28
F -1.194279 2.520470 -3.018739 -0.104 0.096 0.008 -0.28
F -1.604820 4.427662 -2.053876 -0.126 -0.316 -0.044 -0.30
S -0.164065 2.831683 -0.568515 0.436 -1.200 0.358 2.21
O 0.701175 3.950648 -0.449161 -0.160 0.411 -0.195 -0.88
O -0.891641 2.380952 0.593101 0.044 -0.333 0.155 -0.93
N 0.632531 1.441649 -1.035234 -0.336 1.841 -0.438 -1.31
S 1.675103 1.654700 -2.239083 0.379 -0.720 -0.877 2.27
O 1.818010 0.450941 -2.996068 -0.104 -0.366 0.327 -0.92
O 1.505887 2.878784 -2.936600 -0.141 0.511 0.087 -0.90
C 3.315631 1.797326 -1.422736 0.438 -0.363 -0.402 0.71
F 3.492752 0.770128 -0.560362 -0.049 0.108 0.147 -0.33
F 4.252077 1.687679 -2.368064 -0.121 0.038 0.133 -0.30
F 3.500500 2.932177 -0.782478 -0.120 0.187 0.307 -0.29
C -2.393495 -2.760278 -1.470215 -0.143 0.071 -0.391 0.71
F -3.298227 -3.293832 -0.676734 -0.058 -0.122 0.252 -0.29
F -1.177488 -3.175603 -1.085773 0.077 -0.208 0.065 -0.32
F -2.619003 -3.168575 -2.713679 0.112 -0.223 -0.132 -0.30
S -2.445679 -0.929463 -1.494449 0.533 -0.060 0.325 2.26
O -1.438174 -0.571988 -2.435354 0.895 0.037 -0.011 -0.90
O -3.789250 -0.593952 -1.765486 -0.924 0.179 0.023 -0.89
N -1.949876 -0.532329 0.016417 -1.845 -0.516 -0.564 -1.33
S -3.319384 -0.244257 0.952360 0.700 0.274 0.308 2.24
O -3.855023 1.028168 0.656773 -0.157 0.768 0.059 -0.88
O -4.179548 -1.362983 1.086176 -0.149 -0.830 -0.202 -0.90
C -2.603679 -0.130305 2.652992 0.082 0.161 -0.054 0.73
F -1.991175 -1.260425 3.026413 -0.150 0.078 0.013 -0.31
F -1.734446 0.874946 2.755780 0.175 -0.073 0.047 -0.29
F -3.622785 0.091482 3.471952 0.105 0.007 -0.016 -0.29
C 1.855555 1.871671 2.228682 0.607 0.313 0.119 -0.25
O 1.613713 0.524956 1.765933 0.096 -0.130 -0.080 -0.76
H 2.487189 2.425549 1.528639 -0.268 -0.098 -0.143 0.20
H 0.904337 2.371857 2.350309 -0.124 -0.063 -0.039 0.23
H 2.398119 1.849533 3.177642 -0.260 -0.150 0.023 0.19
H 2.456716 0.059675 1.796378 -0.034 0.005 -0.113 0.50
C 0.831957 -2.658846 2.494738 -0.232 -0.074 -0.048 -0.24
O 0.025221 -2.094508 1.458959 0.243 0.334 -0.036 -0.75
H 1.545305 -1.902526 2.802802 0.050 0.041 0.033 0.18
H 0.215365 -2.928858 3.351500 0.032 0.022 0.047 0.20
H 1.355495 -3.543153 2.128424 0.043 0.008 0.031 0.18
H -0.734829 -2.663717 1.296156 -0.026 0.111 -0.115 0.51
C 2.366551 -2.256006 -0.897482 0.070 0.772 0.101 -0.24
O 1.124621 -1.545445 -1.066692 0.129 -0.315 0.086 -0.77
H 2.521289 -2.389071 0.171609 -0.150 -0.212 -0.009 0.18
H 2.351593 -3.209868 -1.415090 -0.127 -0.113 0.064 0.20
H 3.196622 -1.646939 -1.265881 -0.115 -0.092 -0.135 0.20
H 0.878098 -1.562887 -2.002438 -0.044 0.418 0.059 0.53